No. 1
This record from OMol25 describes C5H8O2 in the gas phase. The level of theory is ωB97M-V/def2-TZVPD.

The energy above the lowest of the compared OMol25 structures with the same formula, charge and spin is 378.23 kJ/mol. The frontier orbital gap comes out at 9.6005 eV. For the LUMO energy, the calculation gives 0.8 eV. Its highest occupied orbital energy is -8.829 eV. For the total energy, the calculation gives -345.66090 Ha.

Atoms and positions in Å:
O 2.702 -0.176 -0.536
C 1.626 0.387 -1.015
C 0.441 -0.545 -0.934
C -0.568 -0.005 0.075
C -1.848 0.546 -0.372
O -1.761 -0.772 0.157
C 0.033 0.415 1.395
H 2.557 -1.101 -0.225
H 0.793 1.188 1.227
H 0.713 -1.576 -0.623
H -0.028 -0.602 -1.922
H -2.373 1.265 0.258
H -2.074 0.609 -1.436
H 0.517 -0.442 1.880
H -0.731 0.808 2.070


No. 2
This record from OMol25 describes a gas-phase ion, C5H12NS (charge -2). The level of theory is ωB97M-V/def2-TZVPD.

The energy above the lowest of the compared OMol25 structures with the same formula, charge and spin is 56.57 kJ/mol. As for the spin multiplicity: 2. The expectation value of S² is 0.751. The frontier orbital gap (spin up / spin down) comes out at 2.1669 / 6.0037 eV. For the LUMO energy (spin up / spin down), the calculation gives 5.8 / 5.8 eV. Its highest occupied orbital energy (spin up / spin down) is 3.602 / -0.240 eV. For the total energy, the calculation gives -650.50066 Ha. As for the total charge: -2.

Atoms and positions in Å:
C -0.236 -0.700 0.975
C -1.078 -1.127 -0.300
S -1.735 -2.852 -0.125
C 1.049 0.112 0.810
N 0.642 1.239 -0.065
C 1.734 2.268 -0.217
C 1.064 3.436 -0.826
H -0.864 -0.099 1.615
H -0.041 -1.679 1.499
H -1.922 -0.387 -0.398
H -0.340 -1.088 -1.111
H 1.453 0.522 1.724
H 1.866 -0.533 0.347
H 0.435 0.882 -1.005
H 2.601 1.832 -0.785
H 2.172 2.487 0.846
H 0.089 3.465 -0.210
H 0.901 3.205 -1.899
H 1.709 4.419 -0.821


No. 3
This record from OMol25 describes C5H8O in the gas phase. The level of theory is ωB97M-V/def2-TZVPD.

The energy above the lowest of the compared OMol25 structures with the same formula, charge and spin is 266.02 kJ/mol. Its SMILES is C1=CCOCC1. The frontier orbital gap comes out at 10.2848 eV. For the LUMO energy, the calculation gives 1.0 eV. Its highest occupied orbital energy is -9.260 eV. For the total energy, the calculation gives -270.45657 Ha.

Atoms and positions in Å:
C 0.963 1.188 -0.319
C 0.424 0.255 -1.397
C -0.589 -0.946 -0.782
C -0.939 -1.123 0.509
C -0.388 -0.135 1.646
O 0.481 0.903 1.247
H 2.038 1.110 -0.160
H 0.642 2.229 -0.427
H -0.177 0.784 -2.166
H 1.222 -0.301 -1.928
H -0.831 -1.494 -1.690
H -1.604 -1.893 0.971
H 0.095 -0.817 2.385
H -1.317 0.262 2.116


No. 4
This record from OMol25 describes 2 unconnected molecules or ions with the total composition FH3OP2. The level of theory is ωB97M-V/def2-TZVPD.

The energy above the lowest of the compared OMol25 structures with the same formula, charge and spin is 0.00 kJ/mol. As for the spin multiplicity: 3. The expectation value of S² is 2.006. The frontier orbital gap (spin up / spin down) comes out at 7.6298 / 6.7063 eV. For the LUMO energy (spin up / spin down), the calculation gives 0.7 / -2.7 eV. Its highest occupied orbital energy (spin up / spin down) is -6.967 / -9.363 eV. For the total energy, the calculation gives -859.51111 Ha.

Atoms and positions in Å:
O 1.744 -0.297 -0.038
F -1.622 -1.394 -0.430
P -1.176 1.376 -0.412
P -1.419 -0.291 0.723
H 1.880 -1.194 0.346
H 1.645 -0.432 -1.007
H -1.051 2.233 0.819


No. 5
This record from OMol25 describes C2H3NO3 in the gas phase. The level of theory is ωB97M-V/def2-TZVPD.

The energy above the lowest of the compared OMol25 structures with the same formula, charge and spin is 431.87 kJ/mol. Its SMILES is O=CCON=O. The frontier orbital gap comes out at 10.3810 eV. For the LUMO energy, the calculation gives 0.0 eV. Its highest occupied orbital energy is -10.393 eV. For the total energy, the calculation gives -358.36518 Ha.

Atoms and positions in Å:
C 0.338 -0.342 -0.191
C 1.239 0.829 0.173
N -1.924 -0.628 0.348
O -3.046 -0.432 0.036
O -0.992 -0.014 -0.500
O 1.024 1.990 0.023
H 0.791 -0.789 -1.089
H 0.366 -1.079 0.619
H 2.203 0.465 0.581


No. 6
This record from OMol25 describes a molecular structure, C42H40N2O3P3Tc. The level of theory is ωB97M-V/def2-TZVPD.

As for the spin multiplicity: 2. The expectation value of S² is 0.755. The frontier orbital gap (spin up / spin down) comes out at 7.5130 / 7.1554 eV. For the LUMO energy (spin up / spin down), the calculation gives -2.7 / -3.0 eV. Its highest occupied orbital energy (spin up / spin down) is -10.246 / -10.108 eV. For the total energy, the calculation gives -3064.43221 Ha. As for the total charge: +1.

Atoms and positions in Å:
Tc 0.466 0.265 0.618
O -3.720 1.551 1.685
C -4.054 0.427 2.356
C -5.334 0.392 2.912
C -5.757 -0.713 3.618
C -4.917 -1.815 3.787
C -3.658 -1.788 3.233
C -3.199 -0.677 2.510
C -1.845 -0.703 1.921
O -1.436 0.404 1.339
N -1.138 -1.795 2.000
N 0.104 -1.620 1.378
C 0.866 -2.634 1.327
C 2.169 -2.664 0.637
C 2.802 -3.913 0.729
C 4.012 -4.198 0.131
C 4.647 -3.206 -0.596
C 4.064 -1.956 -0.708
C 2.843 -1.680 -0.109
O 2.365 -0.353 -0.267
H -2.794 1.443 1.397
H -5.972 1.254 2.772
H -6.751 -0.721 4.046
H -5.251 -2.679 4.344
H -2.993 -2.634 3.343
H 0.527 -3.561 1.783
H 2.294 -4.687 1.292
H 4.451 -5.181 0.233
H 5.599 -3.394 -1.076
H 4.562 -1.183 -1.274
C 3.107 1.628 2.855
P 1.487 0.858 2.553
C 1.364 -0.362 3.890
C 0.336 2.215 3.012
C -0.088 2.431 4.316
C -1.018 3.426 4.595
C -1.518 4.214 3.571
C -1.081 4.021 2.266
C -0.148 3.036 1.972
P 0.385 2.627 0.267
C -0.841 3.425 -0.806
C 1.832 3.689 -0.071
H 3.042 2.054 3.856
H 3.325 2.420 2.147
H 3.919 0.899 2.823
H 1.695 0.031 4.852
H 1.987 -1.222 3.641
H 0.329 -0.695 3.960
H 0.274 1.806 5.123
H -1.361 3.574 5.611
H -2.256 4.977 3.784
H -1.491 4.641 1.478
H -0.855 4.508 -0.675
H -1.837 3.018 -0.624
H -0.579 3.200 -1.840
H 1.617 4.732 0.161
H 2.079 3.604 -1.132
H 2.702 3.370 0.492
C -3.671 1.375 -2.671
C -3.608 0.354 -1.733
C -2.426 -0.353 -1.564
C -1.295 -0.051 -2.327
C -1.374 0.975 -3.269
C -2.554 1.682 -3.439
P 0.154 -1.103 -1.994
C 0.076 -2.444 -3.223
C 1.213 -3.233 -3.406
C 1.188 -4.298 -4.291
C 0.023 -4.595 -4.990
C -1.112 -3.823 -4.799
C -1.090 -2.749 -3.917
C 1.607 -0.146 -2.545
C 1.855 0.308 -3.838
C 2.931 1.146 -4.103
C 3.781 1.533 -3.075
C 3.592 1.046 -1.788
C 2.526 0.201 -1.566
H -4.589 1.934 -2.803
H -4.471 0.114 -1.124
H -2.378 -1.145 -0.822
H -0.511 1.232 -3.871
H -2.602 2.477 -4.173
H 2.124 -3.012 -2.859
H 2.076 -4.900 -4.435
H 0.002 -5.429 -5.679
H -2.021 -4.050 -5.341
H -1.981 -2.149 -3.780
H 1.194 0.005 -4.641
H 3.104 1.501 -5.111
H 4.613 2.194 -3.280
H 4.266 1.296 -0.979


Question: What is the formula in the third record?
Answer: C5H8O